This record from the OMol25 dataset describes a 6-piece molecular cluster, C48H101N2O17 overall. The level of theory is ωB97M-V/def2-TZVPD.

Last column: Löwdin charge in e.
CARTESIAN COORDINATES (ANGSTROEM)
C: 5.6307 -1.2182 -1.6754  -0.119
C: 5.1539 -1.7471 -3.0897  -0.234
C: 5.6040 -0.7904 -4.2788  -0.213
C: 4.2876 -0.2395 -4.9831  -0.192
C: 3.7878 0.9822 -4.1069  -0.188
C: 4.0700 2.3636 -4.8223  -0.190
C: 4.4975 3.4279 -3.7371  -0.215
C: 3.2584 3.7912 -2.8336  -0.189
C: 3.6856 3.6125 -1.3080  -0.209
C: 2.3737 3.5771 -0.4165  -0.197
C: 2.4753 2.4956 0.7377  -0.206
C: 1.6046 1.2230 0.4510  -0.193
C: 1.7225 0.7274 -1.0563  -0.175
C: 0.4305 1.0242 -1.9224  -0.103
C: -0.1862 -0.3002 -2.5703  -0.229
O: -1.4993 -0.4364 -2.0083  -0.095
C: -1.8554 -1.7656 -1.6562  -0.398
C: -1.0982 -2.1006 -0.3102  0.021
N: -1.5000 -2.6578 -2.7791  0.247
C: -1.6916 -3.8413 -2.5791  -0.316
O: -1.7817 -4.9772 -2.3997  0.179
C: -3.4242 -1.7275 -1.3368  -0.324
C: -4.3269 -1.9813 -2.5776  -0.160
C: -3.9503 -1.2273 -3.9066  -0.077
C: -3.7415 -0.3941 -0.5513  -0.096
C: -4.2317 0.7882 -1.4470  -0.187
C: -4.6691 2.0407 -0.5751  -0.150
C: -5.2869 3.0928 -1.5573  -0.178
O: -6.7437 3.1236 -1.4736  -0.068
C: -7.3089 2.9065 -2.7165  -0.316
O: -7.9484 1.9188 -2.8981  0.085
O: -3.5706 -2.7906 -0.3329  -0.124
C: -4.9067 -3.1780 -0.1116  -0.299
N: -5.2883 -4.4270 -0.8382  0.019
C: -0.1467 -0.0980 -4.1279  -0.687
O: 0.5853 -0.8895 -4.7603  -0.067
O: -0.7888 0.8512 -4.6879  -0.093
H: 5.7761 -0.1111 -1.7033  0.045
H: 6.5685 -1.7176 -1.3412  0.061
H: 4.8046 -1.4187 -0.9418  0.065
H: 4.0343 -1.7721 -3.0837  0.099
H: 5.5791 -2.7655 -3.2827  0.098
H: 6.1477 0.1029 -3.8707  0.094
H: 6.2769 -1.3216 -4.9972  0.093
H: 3.5238 -1.0558 -5.0307  0.100
H: 4.5155 0.0515 -6.0414  0.099
H: 2.6965 0.8730 -3.9017  0.096
H: 4.3435 0.9260 -3.1324  0.083
H: 4.8734 2.2619 -5.5891  0.099
H: 3.1141 2.6947 -5.3006  0.119
H: 4.8486 4.3409 -4.2917  0.098
H: 5.3747 3.0594 -3.1455  0.097
H: 2.3715 3.1557 -3.0668  0.092
H: 2.9878 4.8677 -2.9554  0.109
H: 4.3108 4.4780 -0.9812  0.105
H: 4.2808 2.6716 -1.1802  0.084
H: 1.4552 3.4059 -1.0331  0.100
H: 2.2484 4.5985 0.0355  0.101
H: 3.5389 2.1679 0.8552  0.093
H: 2.2000 3.0114 1.6922  0.096
H: 2.0258 0.4028 1.0984  0.098
H: 0.5360 1.3245 0.7672  0.103
H: 2.5935 1.2113 -1.5708  0.077
H: 1.9706 -0.3593 -0.9937  0.095
H: 0.6432 1.7562 -2.7418  0.097
H: -0.3275 1.4910 -1.2437  0.110
H: 0.5281 -1.1112 -2.2939  0.123
H: -1.0906 -3.1908 -0.0627  0.089
H: -1.5352 -1.5831 0.5751  0.089
H: -0.0195 -1.7916 -0.3413  0.085
H: -5.4071 -1.7597 -2.3701  0.095
H: -4.2901 -3.0827 -2.7895  0.107
H: -4.8396 -0.6174 -4.2307  0.071
H: -3.0980 -0.5145 -3.8432  0.065
H: -3.7675 -1.9343 -4.7564  0.081
H: -4.5325 -0.5388 0.2361  0.125
H: -2.8542 -0.0131 0.0218  0.119
H: -5.1695 0.4582 -1.9743  0.114
H: -3.4808 1.1603 -2.1813  0.123
H: -3.7478 2.4031 -0.0634  0.115
H: -5.4642 1.7138 0.1453  0.121
H: -4.8763 4.1014 -1.3074  0.121
H: -5.0206 2.8154 -2.6116  0.125
H: -7.1697 3.6542 -3.5417  0.159
H: -5.6680 -2.3671 -0.2451  0.118
H: -4.9746 -3.4479 0.9855  0.125
H: -4.4763 -5.0531 -0.7873  0.071
H: -6.0152 -4.8892 -0.2883  0.060
C: -8.4146 -2.6533 -1.9820  -0.113
O: -8.5888 -1.4390 -1.2651  -0.195
C: -9.2688 -0.4374 -2.0211  -0.203
C: -10.7704 -0.4332 -1.7582  -0.191
O: -11.4004 -1.6503 -2.1488  -0.195
C: -11.5269 -2.5729 -1.0771  -0.110
H: -8.2609 -3.4553 -1.2593  0.081
H: -9.2755 -2.9038 -2.6024  0.082
H: -7.5256 -2.5770 -2.6160  0.078
H: -9.0546 -0.5541 -3.0875  0.128
H: -8.8672 0.5201 -1.7060  0.092
H: -11.2180 0.3607 -2.3637  0.124
H: -10.9846 -0.2135 -0.7066  0.124
H: -12.4163 -2.3380 -0.4848  0.072
H: -10.6530 -2.5756 -0.4217  0.084
H: -11.6385 -3.5712 -1.5026  0.091
C: 4.8940 2.9502 3.7427  -0.110
O: 3.8649 2.0511 4.1274  -0.197
C: 4.3141 1.0446 5.0236  -0.197
C: 4.0865 1.4197 6.4838  -0.200
O: 4.8174 2.5777 6.8689  -0.195
C: 4.0554 3.7709 6.7626  -0.115
H: 4.4278 3.8734 3.3986  0.091
H: 5.5752 3.1871 4.5605  0.082
H: 5.4633 2.5127 2.9154  0.076
H: 5.3674 0.8105 4.8366  0.124
H: 3.7290 0.1457 4.8080  0.126
H: 4.4490 0.5964 7.1065  0.123
H: 3.0202 1.5531 6.6936  0.125
H: 3.4375 3.9001 7.6570  0.087
H: 3.4114 3.7783 5.8806  0.083
H: 4.7497 4.6084 6.6875  0.089
C: -16.3633 -5.4727 1.3465  -0.113
O: -16.0379 -5.1496 2.6908  -0.195
C: -14.6469 -5.2582 2.9653  -0.201
C: -13.9148 -3.9298 2.8090  -0.198
O: -13.9672 -3.4341 1.4779  -0.204
C: -15.0338 -2.5191 1.2725  -0.114
H: -17.3214 -5.0101 1.1095  0.089
H: -15.6188 -5.1160 0.6350  0.082
H: -16.4623 -6.5588 1.2484  0.088
H: -14.1945 -6.0328 2.3377  0.126
H: -14.5546 -5.5770 4.0077  0.123
H: -12.8589 -4.0948 3.0430  0.126
H: -14.2998 -3.1831 3.5110  0.126
H: -14.7357 -1.5188 1.6017  0.090
H: -15.9434 -2.8120 1.8012  0.082
H: -15.2517 -2.4902 0.2044  0.091
C: 7.5288 2.5333 0.0066  -0.103
O: 7.9346 1.3597 -0.6836  -0.202
C: 9.3385 1.2889 -0.8780  -0.196
C: 10.0371 0.4957 0.2206  -0.194
O: 9.8919 1.0976 1.5017  -0.218
C: 8.7967 0.5670 2.2384  -0.103
H: 6.5510 2.3440 0.4505  0.076
H: 8.2223 2.8184 0.7983  0.082
H: 7.4377 3.3597 -0.7059  0.090
H: 9.7623 2.2946 -0.9693  0.126
H: 9.5011 0.7709 -1.8280  0.126
H: 11.1088 0.4791 -0.0012  0.122
H: 9.6844 -0.5404 0.2427  0.127
H: 9.0979 -0.3577 2.7399  0.092
H: 7.9285 0.3646 1.6076  0.084
H: 8.5103 1.3013 2.9923  0.089
C: 13.7471 -0.6984 5.1236  -0.116
O: 13.9568 0.6018 4.5945  -0.195
C: 12.9879 0.9648 3.6162  -0.193
C: 11.8219 1.7457 4.2089  -0.193
O: 11.0863 0.9821 5.1597  -0.196
C: 11.5131 1.2033 6.4949  -0.115
H: 14.2454 -0.7547 6.0916  0.088
H: 12.6914 -0.9325 5.2612  0.081
H: 14.1947 -1.4397 4.4531  0.087
H: 12.6350 0.0765 3.0824  0.125
H: 13.4961 1.6092 2.8930  0.126
H: 11.1316 1.9904 3.3980  0.106
H: 12.1619 2.6868 4.6542  0.127
H: 11.0365 2.1038 6.8948  0.088
H: 12.5974 1.3085 6.5751  0.081
H: 11.2064 0.3447 7.0935  0.089

Forces on the atoms, in the same order (eV/Å):
C -0.74 -0.24 -0.30
C 0.65 0.79 0.09
C -0.91 -0.11 -0.12
C 0.67 -0.16 0.37
C -0.02 -0.35 -0.91
C 0.10 -0.13 1.28
C -0.70 0.39 -1.38
C 1.65 0.09 1.11
C -1.64 0.06 -0.55
C 0.70 0.10 0.55
C -0.50 0.57 -0.23
C 0.90 -0.49 0.13
C -0.15 0.50 0.31
C 0.19 -0.54 0.25
C 1.18 1.96 0.17
O -0.04 -1.01 -0.24
C 0.03 1.46 1.10
C 0.81 -0.60 0.22
N -0.71 -0.38 1.00
C 0.63 1.20 -0.12
O -0.29 -1.43 -0.08
C 0.40 0.62 0.70
C 0.04 -0.51 -0.68
C -0.60 0.48 -0.49
C 0.00 1.14 -0.29
C -0.92 0.28 0.67
C -0.21 -1.13 -1.10
C 0.97 0.37 0.30
O 0.30 0.15 -1.10
C 0.18 -0.33 0.64
O -0.25 0.43 -0.53
O -1.16 -0.04 -1.15
C -0.58 -0.91 1.94
N 0.42 0.38 0.02
C -0.62 0.29 -1.91
O 0.44 -0.29 0.76
O 0.16 -0.68 1.81
H 0.05 -0.89 0.08
H -0.61 0.48 -0.14
H 0.92 0.08 -0.38
H 0.99 -0.26 -0.08
H -0.65 0.72 0.28
H -0.19 -0.85 -0.38
H -0.53 0.37 0.54
H 0.53 0.74 0.04
H -0.29 0.01 0.88
H 0.80 0.08 -0.15
H -0.60 0.22 -0.76
H -0.60 0.00 0.47
H 0.91 -0.16 0.13
H -0.23 -0.64 0.57
H -0.81 0.16 -0.37
H 0.74 0.44 0.18
H -0.02 -0.84 -0.12
H -0.23 -0.69 -0.33
H -0.53 0.73 -0.14
H 0.85 0.00 0.40
H 0.03 -0.87 -0.32
H -0.74 0.30 -0.15
H 0.09 -0.76 -0.53
H -0.46 0.71 -0.43
H 0.79 0.18 -0.42
H -0.62 -0.45 0.68
H -0.38 0.68 -0.39
H -0.19 -0.61 0.68
H 0.41 -0.40 -0.68
H -1.03 0.19 -0.34
H -0.19 0.78 -0.32
H 0.10 -0.30 -0.90
H -0.98 -0.15 -0.36
H 1.03 -0.19 0.21
H -0.04 0.95 0.32
H 0.79 -0.46 0.30
H -0.45 -0.69 0.03
H 0.07 0.52 0.91
H 0.55 -0.30 -0.86
H -0.59 -0.63 -0.60
H 0.92 0.30 0.16
H -0.43 -0.66 0.46
H -0.89 0.10 -0.18
H 0.81 0.48 -0.38
H -0.52 -0.60 -0.39
H 0.06 0.38 0.93
H 0.31 -0.15 0.87
H 0.72 -0.61 -0.41
H 0.31 0.60 -0.76
H -0.28 0.32 -0.09
H 0.15 0.18 -0.22
C 0.27 0.11 0.05
O -0.30 -0.16 -0.15
C -0.22 -0.16 0.60
C 0.13 -0.18 -0.43
O 0.16 -0.01 0.21
C -0.16 0.03 -0.06
H 0.07 0.05 0.01
H -0.07 0.07 0.01
H -0.02 -0.14 -0.05
H -0.06 -0.01 0.01
H -0.04 -0.12 0.01
H 0.01 0.02 0.02
H 0.08 -0.05 0.03
H 0.02 -0.07 0.09
H 0.01 0.07 -0.06
H -0.06 0.05 -0.03
C -0.07 -0.12 -0.28
O 0.19 0.10 0.32
C -0.38 0.09 -0.03
C 0.40 -0.05 -0.04
O -0.21 0.02 -0.21
C 0.05 0.03 0.11
H -0.05 -0.07 -0.05
H -0.02 -0.05 0.08
H 0.09 0.08 -0.01
H 0.03 0.05 0.09
H 0.03 -0.01 0.00
H -0.03 -0.01 0.00
H -0.01 0.02 -0.11
H -0.05 0.05 -0.01
H 0.04 -0.07 0.01
H 0.02 -0.05 0.07
C -0.15 -0.20 0.13
O 0.21 0.13 -0.20
C -0.20 0.24 0.22
C 0.20 -0.23 -0.28
O -0.30 -0.08 0.20
C 0.09 0.09 -0.09
H 0.00 -0.02 0.07
H 0.07 0.04 0.05
H 0.00 -0.01 -0.11
H 0.05 0.08 -0.06
H 0.02 -0.02 -0.01
H -0.01 0.01 0.03
H -0.09 -0.06 0.00
H -0.05 0.04 0.00
H 0.07 -0.05 0.02
H 0.10 0.02 0.02
C -0.17 0.05 -0.25
O 0.23 0.09 0.29
C -0.24 -0.33 -0.02
C 0.18 0.36 0.00
O -0.23 -0.12 -0.19
C 0.01 -0.02 0.14
H -0.02 -0.03 -0.09
H 0.08 -0.07 0.01
H -0.03 0.08 0.07
H 0.05 -0.01 0.10
H 0.02 0.01 0.00
H 0.00 -0.03 -0.01
H -0.10 0.04 -0.04
H -0.04 -0.01 0.04
H 0.08 0.03 -0.06
H 0.11 -0.03 0.02
C 0.26 -0.02 -0.13
O -0.29 -0.07 0.08
C 0.13 0.30 0.18
C -0.23 -0.24 -0.20
O 0.32 0.05 0.08
C -0.15 -0.01 0.01
H 0.04 0.04 -0.04
H -0.05 0.07 -0.03
H -0.05 -0.10 0.04
H -0.11 0.02 0.05
H -0.02 -0.02 -0.02
H 0.06 -0.01 -0.02
H 0.12 -0.07 0.05
H 0.03 0.02 0.06
H -0.02 0.01 -0.08
H -0.07 0.04 -0.04

Charge = -1
E_tot = -3277.81938 Eh
Kohn-Sham gap = 6.34 eV
LUMO level = 1.852 eV

***

This record from the OMol25 dataset describes a 18-piece molecular cluster, H37O18 overall. The level of theory is ωB97M-V/def2-TZVPD.

Last column: Löwdin charge in e.
CARTESIAN COORDINATES (ANGSTROEM)
O: -0.2300 0.0222 -3.7103  -0.055
H: 4.5568 2.1441 0.8450  -0.043
H: 0.5748 0.5004 -3.9367  0.048
O: 1.0787 1.4583 2.4481  -0.104
H: -2.3328 -3.6199 -0.3145  -0.008
O: -2.9698 -2.4072 -1.9573  -0.027
H: -2.1367 -2.1595 -1.5736  -0.001
H: 2.7714 1.5467 -1.1361  -0.031
O: 4.1187 -0.3673 3.0592  0.013
H: 1.2080 2.4361 2.6463  0.085
H: 4.3758 0.2304 3.6402  -0.041
O: -0.9733 -2.5930 -0.0802  -0.037
H: -0.3397 -3.1331 -0.3886  0.007
H: -0.7219 -2.1964 0.8484  0.131
O: -2.7667 -4.4837 -0.5060  -0.086
H: -2.9587 -4.8153 0.4099  0.081
H: 2.6863 2.1227 -2.4194  0.068
O: 1.6241 5.1131 -2.3849  -0.099
H: -1.8062 1.1745 -2.6449  0.184
H: -3.8365 0.0822 -2.6252  0.180
O: 3.0949 -1.5975 -3.0148  -0.089
H: 3.4085 -2.3712 -2.5100  0.039
H: 2.2970 -1.3961 -2.4385  0.047
O: -0.2304 -4.1964 2.9456  0.016
H: -0.7305 -4.9494 2.7644  0.014
H: -1.3902 0.8517 -0.9633  0.088
O: 2.0929 1.8713 -1.6757  -0.048
H: 2.5473 4.9108 -1.9780  0.083
H: 4.3824 -1.2718 3.2402  0.059
O: -1.3239 0.3265 0.2674  -0.012
H: -0.5021 0.4720 0.7535  0.074
H: -2.0186 0.3013 1.1224  0.188
O: 5.3564 0.4824 0.7593  -0.079
H: 5.2901 0.3886 -0.2011  0.062
H: 6.2513 0.4756 1.1861  0.093
O: 4.1251 2.8882 0.4687  -0.045
H: 0.5781 -4.5087 3.2240  0.004
H: 3.6566 3.1643 1.2641  0.036
O: -4.5873 0.8242 2.5262  -0.109
H: -3.6724 0.5468 2.3100  -0.014
H: -4.8003 1.1924 3.4937  0.140
O: -2.1445 -1.3701 3.3419  -0.054
H: -2.9991 -1.1452 2.9297  0.016
H: -2.2451 -2.3134 3.5347  0.043
O: -3.0508 3.1263 -0.8509  -0.146
H: -0.0601 -0.8655 -4.0722  0.064
H: -3.1845 2.6595 0.0244  0.042
O: -2.9356 0.2272 -2.1278  -0.027
H: -3.2078 -3.2425 -1.6396  -0.023
H: -2.9481 -0.4397 -1.5643  -0.057
O: -1.0126 1.4561 -1.8945  -0.044
H: 1.7388 0.7268 2.3732  0.047
H: -1.1160 2.4193 -1.5527  0.141
H: 1.1797 5.3351 -1.5592  0.018
H: -3.7615 3.9655 -0.7060  0.169

Forces on the atoms, in the same order (eV/Å):
O 0.39 -1.13 -0.62
H 1.28 -1.72 0.05
H 0.01 0.21 0.16
O -1.29 0.30 -0.31
H 0.00 -0.95 0.28
O -0.35 2.76 -1.66
H 0.64 -0.27 0.17
H 1.31 -0.77 2.17
O -2.65 -4.08 -4.72
H 1.01 -2.63 -0.40
H 2.13 3.65 4.53
O -2.77 4.72 4.33
H 3.86 -3.07 -1.27
H -0.48 -1.52 -2.75
O -0.09 -0.36 2.00
H 0.05 0.19 -1.44
H -1.11 0.16 0.19
O 2.59 -0.51 1.57
H 2.43 0.71 2.81
H 2.63 0.45 1.24
O -1.54 -0.33 1.96
H 0.32 0.25 -0.65
H 1.18 0.18 -1.28
O -1.62 2.96 -0.64
H -1.33 -1.95 -0.48
H 1.35 1.79 -2.00
O -0.27 0.67 -2.29
H -2.14 0.37 -1.41
H 0.25 0.40 0.50
O -3.04 -0.61 4.49
H 0.66 0.36 -0.12
H 2.62 0.09 -3.74
O 0.22 0.08 0.87
H 1.16 -0.04 0.38
H -1.08 -0.17 -1.57
O -1.02 1.21 0.16
H 2.88 -0.97 1.07
H -0.35 0.61 -0.31
O -0.80 0.77 1.78
H -0.93 0.82 1.46
H 1.72 -1.45 -3.19
O -0.61 0.07 -0.71
H 0.26 -0.29 0.54
H 0.29 0.12 0.06
O -3.21 2.83 2.28
H -0.27 0.43 0.03
H 0.18 0.66 -1.43
O -4.38 4.22 -5.92
H -0.72 -2.05 0.59
H 0.07 -5.24 3.91
O -2.17 1.12 0.91
H 0.24 2.12 0.57
H -0.09 -1.92 -1.16
H -0.45 0.13 -0.16
H 3.03 -3.37 -0.79

Charge = +1
E_tot = -1376.07033 Eh
Kohn-Sham gap = 9.94 eV
LUMO level = -3.190 eV
Energy relative to the best compared isomer or geometry (same formula, charge and spin) = 199.5 kcal/mol

***

This record from the OMol25 dataset describes one molecule with the formula C10H18OS4. The level of theory is ωB97M-V/def2-TZVPD.

Last column: Löwdin charge in e.
CARTESIAN COORDINATES (ANGSTROEM)
C: 1.6390 2.3608 1.0621  -0.174
C: -0.4806 3.1285 0.2547  -0.241
C: -0.9333 1.6731 0.1889  -0.588
C: -2.3746 1.6681 -0.3231  -0.544
C: -2.3500 -1.0867 -0.9774  -0.539
C: -2.1664 -2.3864 -0.0342  -0.559
C: 0.6738 -2.7487 0.0114  -0.525
C: 2.0222 -2.1469 0.4701  -0.537
C: 2.9047 0.4762 -0.0694  -0.561
C: 1.6003 0.8980 0.4688  -0.552
H: 2.7069 2.6710 1.0295  0.135
H: 1.2299 2.3650 2.0342  0.108
H: -1.0618 3.5816 1.0857  0.131
H: -0.9117 3.6030 -0.7068  0.148
H: -0.9016 1.1623 1.1316  0.087
H: -3.0708 2.5033 -0.0281  0.099
H: -2.3204 1.7678 -1.4540  0.099
H: -1.3356 -0.5619 -1.1678  -0.024
H: -3.0340 -1.1996 -1.9777  0.115
H: -3.0073 -2.6385 0.6218  0.048
H: -1.9905 -3.3094 -0.6965  0.092
H: 0.5115 -2.3918 -1.0519  0.076
H: 0.6869 -3.8266 -0.0437  0.057
H: 2.0147 -1.4724 1.4233  0.097
H: 2.6985 -2.9939 0.6226  0.053
H: 3.1898 1.0540 -1.0211  0.107
H: 3.6993 0.5353 0.6621  0.078
H: 1.1683 0.2328 1.2198  0.069
O: 0.9605 3.3025 0.2130  -0.173
S: -3.2355 0.1426 0.0379  0.814
S: -0.7400 -2.2284 1.0859  0.812
S: 2.9486 -1.1855 -0.7905  0.838
S: 0.3290 0.8638 -0.9394  0.955

Forces on the atoms, in the same order (eV/Å):
C 0.85 -0.11 -2.53
C -0.45 0.46 -1.59
C 0.37 0.89 -1.04
C -0.05 -0.08 -2.15
C -0.58 0.08 -0.64
C 0.72 -0.43 -2.29
C -0.60 1.52 -1.18
C 0.69 0.24 1.05
C 1.14 -0.17 -2.17
C -1.99 1.29 -0.62
H -0.77 0.03 0.41
H -0.33 0.14 1.31
H 1.00 0.25 0.08
H 1.05 -0.43 1.41
H 0.17 -0.31 0.56
H 1.08 -0.68 0.26
H -0.13 0.01 1.10
H -1.70 -1.62 -0.09
H 2.00 -0.28 2.37
H -0.05 0.45 -0.37
H -0.26 1.28 0.93
H -0.15 -0.21 1.21
H 0.21 -0.32 0.25
H -0.22 -1.66 -1.59
H -0.12 0.20 0.53
H -0.31 -0.21 1.68
H 0.18 0.27 0.24
H 0.27 -0.07 -0.09
O -1.27 -0.19 1.09
S -0.65 -0.23 0.42
S 0.38 0.02 -0.36
S -0.58 -0.32 0.22
S 0.10 0.20 1.59

E_tot = -2059.73794 Eh
Kohn-Sham gap = 8.86 eV
LUMO level = 0.668 eV
Energy relative to the best compared isomer or geometry (same formula, charge and spin) = 8.7 kcal/mol
Structure (SMILES) = C1CSC[C@H]2COC[C@@H](CSCCS1)S2